(1)
Here is a molecular structure, C36H33AsBiN4OPS3 from the OMol25 dataset. Energies are from ωB97M-V with the def2-TZVPD basis set.

The geometry in XYZ format:
```
80
Properties=species:S:1:pos:R:3:forces:R:3:mulliken_charge:R:1
Bi -1.956 -0.474 -0.015 -0.061 0.314 0.589 0.808
S 0.426 -0.290 0.839 0.048 0.091 0.024 -0.225
C 0.381 -1.065 2.423 0.369 0.435 0.265 0.772
C 1.459 -0.630 3.274 -0.314 -0.167 -0.126 -1.046
N 2.297 -0.252 3.970 -0.067 0.057 -0.091 -0.687
C -0.528 -1.972 2.872 -0.271 -0.254 0.410 1.730
S -1.883 -2.581 2.030 0.215 -0.118 0.112 -0.339
C -0.342 -2.485 4.227 0.008 0.199 -0.354 -0.617
N -0.204 -2.892 5.295 -0.054 0.023 -0.140 -0.614
C -1.697 -0.372 -6.767 0.000 0.008 0.018 -0.495
C -0.865 -1.272 -6.115 -0.021 0.012 0.025 -0.819
C -0.479 -1.041 -4.802 0.021 0.002 -0.034 -0.351
C -0.903 0.107 -4.130 -0.036 -0.148 0.039 0.471
C -1.767 0.987 -4.781 -0.048 -0.019 -0.010 -0.348
C -2.155 0.751 -6.094 0.016 -0.019 0.033 -0.787
P -0.437 0.378 -2.379 0.290 0.160 0.236 0.746
C 1.374 0.047 -2.284 -0.055 -0.134 -0.103 1.071
C 1.816 -1.277 -2.396 0.036 0.031 -0.016 -0.853
C 3.167 -1.589 -2.302 -0.065 0.043 -0.030 -1.032
C 4.100 -0.586 -2.072 -0.030 -0.019 -0.040 -0.480
C 3.669 0.723 -1.922 -0.059 -0.009 0.007 -0.959
C 2.318 1.038 -2.024 0.020 -0.016 0.110 -0.201
C -0.600 2.180 -2.178 -0.093 -0.062 0.048 0.347
C 0.050 3.022 -3.045 0.052 0.089 -0.087 0.693
C -0.118 4.418 -2.978 0.041 -0.060 -0.044 -1.082
C -0.992 4.940 -2.072 -0.062 0.017 0.057 -0.898
C -1.723 4.104 -1.194 0.013 -0.051 -0.008 0.903
C -2.716 4.661 -0.349 0.049 0.061 -0.060 -0.919
C -3.485 3.849 0.422 -0.050 -0.147 0.105 -0.874
C -3.236 2.453 0.457 0.000 0.056 -0.090 -0.526
C -2.242 1.856 -0.281 0.191 0.198 -0.377 -0.820
C -1.507 2.693 -1.198 -0.117 -0.061 0.111 0.094
H -1.994 -0.551 -7.794 0.005 0.006 0.048 0.378
H -0.520 -2.164 -6.624 -0.011 0.059 0.032 0.428
H 0.159 -1.762 -4.310 -0.028 0.032 -0.030 0.281
H -2.145 1.862 -4.267 0.044 0.018 -0.009 0.375
H -2.818 1.451 -6.589 0.029 -0.035 0.030 0.403
H 1.098 -2.080 -2.512 -0.002 0.003 -0.030 0.454
H 3.485 -2.623 -2.391 -0.038 0.072 0.002 0.377
H 5.155 -0.825 -1.998 -0.056 0.005 0.010 0.413
H 4.384 1.510 -1.715 -0.030 -0.010 0.001 0.430
H 2.008 2.058 -1.857 -0.010 0.038 -0.047 0.464
H 0.692 2.607 -3.813 0.006 0.001 0.011 0.618
H 0.423 5.061 -3.661 -0.015 -0.031 0.012 0.429
H -1.168 6.011 -2.032 0.010 -0.061 0.016 0.407
H -2.872 5.736 -0.363 0.013 -0.072 -0.006 0.388
H -4.284 4.266 1.026 0.036 -0.033 -0.026 0.518
H -3.847 1.846 1.114 0.025 -0.002 0.039 0.694
C -3.224 2.684 4.073 -0.118 -0.042 0.024 -1.153
As -1.862 1.452 3.506 -0.058 -0.081 -0.123 0.805
C -1.341 0.562 5.116 0.131 -0.085 0.011 -1.079
C -0.414 2.577 2.955 0.074 0.041 -0.066 -0.746
O -2.458 0.406 2.361 -0.015 -0.019 -0.223 -0.582
H -2.948 3.110 5.037 -0.007 0.015 -0.019 0.436
H -4.162 2.139 4.167 -0.005 0.023 0.008 0.364
H -3.332 3.478 3.339 -0.021 0.030 -0.060 0.303
H -1.234 1.305 5.905 -0.011 -0.009 0.021 0.457
H -0.397 0.036 4.983 -0.067 0.075 0.030 0.261
H -2.120 -0.151 5.369 -0.034 -0.065 0.065 0.348
H -0.297 3.361 3.706 0.017 -0.035 -0.058 0.485
H -0.680 3.011 1.992 0.038 0.030 -0.014 0.062
H 0.507 2.006 2.865 -0.009 -0.020 -0.005 0.257
N -0.012 -5.319 0.313 -0.112 0.000 -0.133 -0.333
C 0.134 -4.099 -0.213 0.228 0.148 0.259 0.471
S -0.920 -3.511 -1.393 -0.082 -0.072 -0.247 -0.437
N 1.159 -3.332 0.208 -0.034 -0.199 0.048 0.614
C 2.025 -3.440 1.327 0.044 -0.163 -0.188 0.666
C 3.228 -2.743 1.239 0.099 0.012 -0.073 0.214
C 4.114 -2.738 2.302 0.037 -0.039 0.058 -0.631
C 3.812 -3.427 3.471 -0.022 0.015 -0.063 -0.582
C 2.605 -4.103 3.564 -0.001 -0.020 -0.038 -0.798
C 1.708 -4.114 2.502 0.093 -0.073 0.057 -0.613
H -0.808 -5.852 0.017 -0.008 -0.048 -0.001 0.210
H 0.652 -5.717 0.952 0.029 0.024 0.028 0.215
H 1.231 -2.464 -0.301 -0.015 0.105 0.118 -0.795
H 3.452 -2.188 0.333 -0.021 -0.066 0.085 0.281
H 5.041 -2.182 2.220 -0.073 -0.017 0.018 0.386
H 4.495 -3.407 4.311 -0.041 -0.006 -0.052 0.381
H 2.328 -4.598 4.487 0.013 0.028 -0.052 0.368
H 0.738 -4.574 2.642 0.008 0.010 -0.046 0.448
```
Forces are in eV/Å.

## Properties
Lowest unoccupied orbital energy ... -0.1 eV

(2)
Here is 5 unconnected molecules or ions with the total composition C34H62FN2O11P from the OMol25 dataset. Energies are from ωB97M-V with the def2-TZVPD basis set.

The geometry in XYZ format:
```
111
Properties=species:S:1:pos:R:3:forces:R:3:mulliken_charge:R:1
C -1.396 -2.084 3.047 0.300 -0.040 -0.918 -0.375
C -0.474 -1.329 2.112 0.311 0.011 0.841 -0.215
O -0.312 -1.966 0.843 -0.748 -0.072 0.381 -0.347
C -1.282 -1.739 -0.118 0.372 1.128 -1.033 0.461
C -0.670 -0.641 -1.072 -0.400 -0.017 0.218 -0.487
C -1.096 0.724 -0.657 1.729 2.343 1.967 -0.366
O -0.449 1.500 0.033 -1.862 -1.955 -1.750 -0.589
F -2.290 1.125 -1.151 0.232 -0.320 -0.017 -0.202
O -2.483 -1.153 0.358 -0.229 -0.701 0.455 -0.388
C -3.589 -1.814 -0.122 -0.666 0.328 0.764 -0.963
O -4.653 -1.600 0.382 0.542 -0.069 -0.543 -0.502
C -3.186 -2.758 -1.255 0.448 -0.258 -0.275 2.631
C -4.114 -4.014 -1.391 -0.356 0.463 0.560 -1.671
N -5.000 -4.328 -0.297 0.177 -0.853 -0.388 -0.575
C -3.300 -2.023 -2.609 0.242 1.246 0.534 -2.128
C -4.501 -1.119 -2.639 0.235 -0.501 -1.802 0.112
C -5.453 -1.402 -3.760 -2.160 -1.124 2.601 -0.975
O -5.656 -1.689 -2.259 -1.046 -0.208 0.721 -0.414
C -1.698 -3.046 -0.826 -0.479 -0.164 -0.141 1.770
C -0.664 -3.334 -1.927 -0.600 -0.437 -0.008 -1.655
C -0.660 -4.723 -2.558 0.086 -0.190 0.359 -0.962
C 0.216 -5.788 -1.894 0.219 0.191 -0.500 -1.209
C 1.561 -5.307 -1.420 0.487 -0.623 0.054 -0.953
N 2.447 -4.949 -2.546 0.265 0.134 0.280 -0.199
C 3.680 -4.369 -2.069 0.353 1.267 -0.507 0.517
C 4.567 -5.140 -1.122 -0.213 -0.111 0.291 -1.027
O 4.019 -3.265 -2.437 -0.418 -0.854 0.276 -0.533
P -1.712 -4.430 0.416 1.253 -0.232 0.326 -0.090
O -0.386 -4.791 0.952 0.481 -0.131 0.230 -0.811
H -1.530 -1.542 3.968 -0.093 0.056 0.357 0.091
H -2.343 -2.243 2.552 -0.448 0.049 0.223 -0.068
H -0.923 -3.037 3.223 -0.064 -0.450 0.318 0.309
H -0.726 -0.280 2.037 -0.259 0.257 -0.388 0.195
H 0.508 -1.366 2.560 0.471 0.065 -0.090 0.484
H -0.950 -0.758 -2.107 0.128 -0.087 -0.174 0.586
H 0.396 -0.665 -0.941 0.450 -0.132 -0.232 0.667
H -3.517 -4.871 -1.659 0.340 -0.263 -0.025 0.302
H -4.754 -3.842 -2.235 -0.244 0.084 -0.369 0.638
H -5.857 -3.812 -0.375 -0.082 0.337 0.245 0.382
H -4.595 -4.213 0.612 -0.102 0.111 0.283 0.287
H -2.493 -1.326 -2.794 0.423 -0.298 -0.182 0.294
H -3.404 -2.686 -3.451 0.413 -0.621 -0.042 0.648
H -4.350 -0.094 -2.403 0.127 0.904 0.463 0.733
H -6.385 -0.872 -3.865 0.476 1.128 -1.106 0.438
H -5.581 -2.426 -4.072 0.930 -0.054 -1.263 0.293
H -0.855 -2.640 -2.730 -0.068 0.271 -0.254 0.394
H 0.301 -3.058 -1.532 0.430 -0.137 0.057 1.052
H -0.348 -4.611 -3.585 0.268 0.067 -0.331 0.554
H -1.665 -5.122 -2.615 -0.388 0.003 -0.072 0.106
H -0.257 -6.298 -1.070 -0.289 0.014 0.321 0.275
H 0.399 -6.551 -2.645 -0.019 -0.306 -0.182 0.682
H 2.000 -6.118 -0.843 0.048 -0.224 0.260 0.374
H 1.481 -4.492 -0.718 -0.083 0.434 0.089 0.632
H 2.731 -5.821 -2.985 -0.196 -0.128 -0.207 0.335
H 4.976 -4.453 -0.400 0.172 0.310 0.177 0.309
H 4.068 -5.927 -0.574 -0.225 -0.224 -0.008 0.348
H 5.405 -5.579 -1.645 0.186 -0.080 -0.368 0.320
H -2.603 -4.082 1.449 -0.390 0.114 -0.388 0.196
H -2.251 -5.564 -0.216 -0.535 0.359 -0.090 0.247
C 1.663 4.021 0.573 0.049 0.056 0.101 -0.037
C 1.008 5.393 0.434 0.014 -0.001 -0.116 -0.274
C 2.203 6.325 0.591 0.040 -0.033 0.115 -0.514
O 3.337 5.622 0.076 -0.050 -0.031 0.037 -0.387
C 2.996 4.246 -0.125 -0.039 0.035 -0.145 -0.360
H 1.085 3.212 0.136 0.002 0.021 -0.001 -0.025
H 1.826 3.791 1.629 0.002 -0.009 -0.003 0.261
H 0.576 5.500 -0.564 -0.008 0.013 0.007 -0.063
H 0.225 5.583 1.166 0.007 -0.004 0.020 0.413
H 2.391 6.557 1.645 -0.064 0.032 0.005 0.263
H 2.085 7.263 0.047 0.066 0.003 -0.026 0.313
H 2.913 4.069 -1.203 -0.004 -0.081 0.014 0.242
H 3.792 3.615 0.269 0.051 0.053 0.000 0.236
C -1.491 3.912 -2.896 0.159 0.102 0.013 0.056
C -2.477 5.066 -3.044 -0.103 -0.070 -0.017 -0.648
C -2.321 5.417 -4.518 0.132 0.037 -0.011 -0.482
O -1.984 4.200 -5.190 -0.003 -0.010 0.073 -0.448
C -1.648 3.198 -4.230 -0.137 -0.017 -0.019 -0.267
H -1.694 3.268 -2.044 -0.020 0.022 0.028 0.073
H -0.474 4.301 -2.795 -0.002 -0.019 -0.011 0.041
H -3.493 4.715 -2.846 -0.005 0.013 0.005 0.285
H -2.274 5.907 -2.384 0.027 0.005 -0.007 0.345
H -1.507 6.134 -4.672 -0.034 0.043 0.036 0.256
H -3.231 5.829 -4.955 0.002 -0.039 -0.058 0.314
H -2.466 2.468 -4.193 0.028 -0.048 0.051 0.150
H -0.739 2.684 -4.548 -0.001 0.026 -0.067 0.307
C 6.760 4.235 0.195 -0.055 -0.071 -0.034 -0.247
C 7.297 3.618 1.483 0.047 0.102 0.036 -0.580
C 8.565 2.932 0.993 -0.043 -0.086 -0.101 -0.405
O 9.047 3.709 -0.105 -0.065 0.009 0.026 -0.401
C 8.045 4.647 -0.507 0.072 0.087 0.110 -0.500
H 6.077 5.068 0.357 -0.012 -0.001 -0.011 0.270
H 6.238 3.476 -0.392 0.006 0.009 -0.017 0.182
H 7.546 4.405 2.198 0.001 -0.011 0.011 0.289
H 6.603 2.930 1.965 -0.006 -0.019 -0.017 0.325
H 8.354 1.919 0.633 -0.021 -0.021 0.068 0.253
H 9.339 2.872 1.759 0.051 0.018 -0.039 0.287
H 8.364 5.647 -0.193 -0.058 0.030 -0.034 0.264
H 7.957 4.638 -1.594 0.059 -0.037 -0.012 0.279
C -2.242 0.972 8.062 0.126 0.005 -0.001 -0.542
C -2.382 1.545 6.654 -0.150 -0.035 0.035 -0.610
C -1.773 0.436 5.810 0.183 0.038 0.023 -0.207
O -2.028 -0.790 6.498 -0.023 0.070 0.022 -0.391
C -2.499 -0.510 7.819 -0.135 0.001 -0.047 -0.485
H -2.931 1.407 8.784 -0.026 -0.007 -0.007 0.345
H -1.224 1.123 8.427 -0.005 -0.005 0.013 0.260
H -3.438 1.670 6.405 0.004 0.005 -0.015 0.279
H -1.885 2.504 6.516 0.033 -0.008 0.005 0.363
H -0.687 0.558 5.720 -0.013 0.069 -0.053 0.228
H -2.200 0.386 4.808 -0.028 -0.033 0.001 0.201
H -3.568 -0.740 7.861 -0.001 0.019 0.063 0.256
H -1.979 -1.152 8.530 0.028 -0.045 -0.049 0.275
```
Forces are in eV/Å.

## Properties
Lowest unoccupied orbital energy ... 0.4 eV

(3)
Here is 6 unconnected molecules or ions with the total composition C36H40Cl3N4O6 from the OMol25 dataset. Energies are from ωB97M-V with the def2-TZVPD basis set.

The geometry in XYZ format:
```
89
Properties=species:S:1:pos:R:3:forces:R:3:mulliken_charge:R:1
C 15.509 2.404 2.869 -1.170 0.460 0.500 -0.626
N 16.030 1.326 3.727 0.712 -0.388 -0.417 0.092
C 16.142 0.109 3.165 -0.356 -0.373 -0.452 -0.420
C 16.527 -0.985 3.887 -0.614 0.184 1.170 -0.400
C 16.645 -0.840 5.286 0.573 -0.207 -1.281 0.480
C 16.490 0.412 5.858 0.156 0.294 -0.123 -0.702
C 16.274 1.503 5.028 -0.476 0.061 -0.018 -0.250
C 17.047 -2.008 6.089 0.409 -0.523 1.113 0.586
C 16.275 -3.158 6.159 -0.008 0.348 -0.577 -0.898
C 16.620 -4.189 7.016 -0.568 0.125 -0.323 -0.064
N 17.661 -4.075 7.841 -0.550 0.805 0.598 0.003
C 18.442 -2.965 7.791 0.448 -0.997 -0.093 -0.222
C 18.220 -1.981 6.874 -0.657 0.728 -0.259 -0.750
C 17.934 -5.096 8.887 1.322 -0.227 -1.053 -0.872
H 16.198 2.855 2.163 0.310 -0.611 -0.118 0.277
H 15.103 3.213 3.474 0.193 -0.137 0.284 0.303
H 14.634 1.926 2.447 -0.205 0.283 -0.852 0.210
H 15.822 -0.035 2.139 0.034 0.469 -0.046 0.454
H 16.536 -1.948 3.398 0.271 -0.029 0.016 0.535
H 16.501 0.529 6.931 0.232 0.202 -0.006 0.554
H 16.211 2.543 5.316 -0.053 -0.186 0.518 0.451
H 15.414 -3.191 5.501 -0.169 -0.466 0.304 0.750
H 16.021 -5.087 7.060 0.083 -0.061 0.157 0.408
H 19.292 -3.003 8.459 -0.008 0.286 -0.012 0.471
H 18.894 -1.142 6.776 0.082 -0.041 0.255 0.525
H 18.974 -5.362 8.670 -0.181 -0.424 0.325 0.402
H 17.301 -5.956 8.711 -0.122 0.020 0.190 0.286
H 17.910 -4.725 9.906 -0.496 0.335 -0.104 0.335
Cl 12.045 0.145 2.104 -0.354 0.662 3.078 1.414
O 13.235 -0.423 1.478 -0.301 0.243 -0.926 -0.482
O 10.794 -0.370 1.638 0.463 -0.880 -0.886 -0.420
O 12.181 -0.195 3.527 0.093 0.065 -0.488 -0.735
O 11.979 1.585 1.997 0.941 -0.192 -0.567 -0.710
Cl 10.907 -3.296 4.560 -0.027 0.176 -0.128 -0.218
C 11.469 -3.656 2.906 -0.165 0.165 -0.457 0.268
C 11.063 -5.074 2.583 0.711 -0.612 0.413 -0.536
Cl 11.908 -5.603 1.088 -0.424 0.128 -0.192 -0.211
H 12.530 -3.430 2.844 0.122 -0.439 0.204 0.360
H 11.022 -2.996 2.159 -0.301 0.231 0.441 -0.367
H 9.981 -5.175 2.547 0.021 0.080 -0.570 0.317
H 11.408 -5.817 3.299 0.023 0.350 0.321 0.408
C 13.807 -1.004 -2.420 -1.042 0.270 1.026 -0.787
C 13.611 -2.513 -2.237 0.655 1.024 -0.137 -0.702
C 12.538 -2.795 -1.177 -0.405 -1.517 -1.416 0.210
C 11.178 -2.429 -1.612 -0.125 0.670 0.403 0.380
N 10.117 -2.091 -1.909 0.490 -0.302 0.063 -0.514
H 14.335 -0.632 -3.292 0.331 -0.308 0.027 0.361
H 14.121 -0.511 -1.494 0.581 -0.148 -0.149 0.090
H 12.792 -0.601 -2.480 -0.026 0.129 -0.468 0.171
H 14.483 -3.081 -1.902 0.262 0.366 -0.084 0.366
H 13.385 -2.897 -3.233 -0.507 -0.405 0.248 0.326
H 12.767 -2.435 -0.179 -0.009 0.353 -0.031 0.014
H 12.535 -3.889 -1.163 -0.255 0.014 0.564 0.096
C 7.648 0.919 -2.569 0.547 0.347 0.026 -1.128
C 8.136 1.700 -1.354 0.368 0.551 -0.402 -0.781
C 9.454 1.230 -0.703 -0.854 0.274 0.067 0.718
C 10.617 1.645 -1.477 0.064 -0.226 -0.419 0.274
N 11.462 2.018 -2.164 -0.024 -0.110 0.262 -0.624
H 6.717 1.347 -2.937 -0.266 -0.322 0.240 0.385
H 7.585 -0.144 -2.340 -0.263 -0.043 -0.203 0.269
H 8.340 1.068 -3.404 0.184 -0.269 0.127 0.311
H 7.392 1.730 -0.557 -0.114 -0.047 -0.112 0.386
H 8.331 2.725 -1.686 -0.349 0.090 0.227 0.330
H 9.407 0.155 -0.540 0.408 -0.041 0.048 -0.346
H 9.490 1.747 0.256 0.341 -0.279 0.153 0.246
C 8.020 -2.922 0.879 0.405 0.378 -0.234 0.174
C 8.032 -1.993 1.912 -0.681 -0.389 -0.283 -0.260
C 6.809 -1.523 2.384 0.853 0.138 0.972 -1.052
C 5.599 -2.029 1.942 0.471 0.091 -0.933 0.356
C 5.628 -2.957 0.886 -0.630 0.068 -0.256 0.562
C 6.827 -3.398 0.353 0.612 0.040 0.251 -1.284
C 4.347 -3.408 0.239 0.413 -0.245 1.187 0.183
O 4.356 -4.013 -0.803 -0.350 -0.082 -0.262 -0.602
C 3.105 -3.147 1.047 -0.123 0.580 -0.876 0.358
C 1.929 -3.821 0.752 -0.251 -0.293 0.273 -0.619
C 0.780 -3.542 1.472 -0.692 0.288 -0.176 -0.343
C 0.749 -2.575 2.469 0.752 -0.125 -0.231 -0.628
C 1.920 -1.875 2.730 -0.399 0.128 0.070 -0.455
C 3.077 -2.112 1.990 -0.255 -0.739 0.722 0.113
C 4.322 -1.471 2.460 0.602 0.202 0.202 0.664
O 4.337 -0.578 3.284 -0.253 -0.066 -0.149 -0.662
H 8.963 -3.147 0.388 -0.084 -0.384 0.121 0.503
H 8.971 -1.658 2.329 -0.101 0.272 -0.069 0.402
H 6.865 -0.768 3.160 -0.460 -0.019 -0.002 0.446
H 6.882 -4.118 -0.450 -0.391 0.104 -0.138 0.438
H 1.884 -4.613 0.016 0.293 0.151 -0.170 0.430
H -0.162 -4.010 1.207 0.186 -0.302 0.048 0.374
H -0.153 -2.411 3.041 -0.008 0.127 0.007 0.405
H 1.950 -1.148 3.531 0.107 0.096 -0.074 0.440
```
Forces are in eV/Å.

## Properties
Total charge ... +1
Lowest unoccupied orbital energy ... -5.7 eV

The records above give, respectively, max |F| values of 0.0130 0.0693 0.0616 Eh/bohr.